The following is a DFT calculation (wB97M-V/def2-TZVPD) of a molecular structure, C40H33N3O2Pt.

Each line ends with the Löwdin spin population.
Atoms and positions in Å:
1 Pt 0.966 1.258 -0.286  1.33
2 O 0.637 0.297 -2.048  0.11
3 C -0.474 0.627 -2.816  0.02
4 C -1.514 1.462 -2.006  0.03
5 C -1.952 0.707 -0.794  0.01
6 C -3.175 0.060 -0.715  0.01
7 C -3.461 -0.690 0.411  0.00
8 C -2.517 -0.792 1.418  0.01
9 C -1.299 -0.139 1.284  0.01
10 C -0.210 -0.263 2.308  0.00
11 C 1.060 -1.040 1.813  0.01
12 O 1.804 -0.290 0.927  0.22
13 C 1.935 -1.324 3.057  0.01
14 C 3.301 -1.073 2.996  0.00
15 C 4.124 -1.308 4.089  0.00
16 C 3.594 -1.807 5.269  0.00
17 C 2.237 -2.092 5.332  0.00
18 C 1.421 -1.860 4.235  0.00
19 C 0.675 -2.395 1.194  0.00
20 C 1.380 -2.832 0.078  0.00
21 C 1.116 -4.070 -0.490  0.00
22 C 0.134 -4.891 0.045  0.00
23 C -0.585 -4.460 1.149  0.00
24 C -0.312 -3.225 1.719  0.00
25 N -1.062 0.612 0.202  0.14
26 C -1.202 -0.646 -3.262  0.00
27 C -0.999 -1.833 -2.572  0.00
28 C -1.725 -2.970 -2.898  0.00
29 C -2.662 -2.932 -3.920  0.00
30 C -2.865 -1.749 -4.620  0.00
31 C -2.137 -0.615 -4.292  0.00
32 C 0.014 1.401 -4.045  0.01
33 C 0.954 0.761 -4.854  0.00
34 C 1.483 1.389 -5.965  0.00
35 C 1.081 2.679 -6.295  0.00
36 C 0.149 3.324 -5.503  0.00
37 C -0.381 2.688 -4.383  0.00
38 H -1.026 2.394 -1.700  0.02
39 H -2.375 1.698 -2.632  0.00
40 H -3.871 0.129 -1.539  0.00
41 H -4.407 -1.208 0.498  0.00
42 H -2.711 -1.386 2.300  0.00
43 H 0.143 0.729 2.594  0.00
44 H -0.621 -0.734 3.198  0.00
45 H 3.710 -0.739 2.053  0.00
46 H 5.188 -1.119 4.011  0.00
47 H 4.233 -1.996 6.122  0.00
48 H 1.812 -2.503 6.238  0.00
49 H 0.372 -2.111 4.312  0.00
50 H 2.125 -2.173 -0.343  0.00
51 H 1.675 -4.389 -1.360  0.00
52 H -0.075 -5.856 -0.400  0.00
53 H -1.360 -5.088 1.572  0.00
54 H -0.888 -2.919 2.583  0.00
55 H -0.264 -1.853 -1.779  0.00
56 H -1.554 -3.886 -2.348  0.00
57 H -3.227 -3.818 -4.178  0.00
58 H -3.585 -1.712 -5.428  0.00
59 H -2.291 0.301 -4.852  0.00
60 H 1.269 -0.239 -4.587  0.00
61 H 2.211 0.874 -6.577  0.00
62 H 1.494 3.174 -7.165  0.00
63 H -0.172 4.328 -5.750  0.00
64 H -1.111 3.218 -3.787  0.00
65 N 2.128 2.851 3.436  0.00
66 C 2.374 2.270 2.241  0.02
67 N 1.434 2.520 1.367  0.03
68 C 0.493 3.308 2.022  0.01
69 C -0.713 3.837 1.573  0.00
70 C -1.453 4.580 2.469  0.00
71 C -1.010 4.797 3.784  0.00
72 C 0.183 4.275 4.241  0.00
73 C 0.923 3.527 3.333  0.00
74 H 2.731 2.806 4.239  0.00
75 H 3.230 1.651 2.053  0.00
76 H -1.050 3.659 0.560  0.00
77 H -2.397 5.005 2.156  0.00
78 H -1.621 5.385 4.455  0.00
79 H 0.521 4.441 5.255  0.00

As for the total energy: -53827.3372 eV. The net charge is 0. The frontier orbital gap (spin up / spin down) comes out at 7.6 / 7.8 eV. The calculation puts the highest occupied orbital energy (spin up / spin down) at -0.2661 / -0.2882 Eh. The multiplicity is 3. The expectation value of S² is 2.01.

***

The following is a DFT calculation (wB97M-V/def2-TZVPD) of a gas-phase ion, C4H13N3 (charge +2).

Each line ends with the Löwdin charge.
Atoms and positions in Å:
1 C -0.838 -0.663 1.223  0.02
2 C -0.362 0.094 -0.040  -0.38
3 C -1.027 1.466 0.040  0.01
4 N -0.893 -0.794 -1.192  0.28
5 C 1.214 -0.019 -0.034  -0.24
6 N 1.861 -1.195 -0.065  0.26
7 N 1.883 1.114 -0.021  0.27
8 H -1.822 -0.829 0.973  0.06
9 H -0.830 0.125 2.090  0.17
10 H -0.324 -1.635 1.376  0.12
11 H -2.019 1.436 0.336  0.10
12 H -1.070 1.930 -0.981  0.14
13 H -0.598 2.055 0.728  0.07
14 H -1.839 -1.014 -0.943  0.16
15 H -0.468 -1.663 -1.263  0.14
16 H -1.204 -0.281 -2.067  0.23
17 H 1.291 -1.988 -0.248  0.12
18 H 2.858 -1.140 -0.148  0.16
19 H 1.306 1.950 0.105  0.15
20 H 2.880 1.052 0.131  0.17

As for the total energy: -8811.3264 eV. The net charge is +2. The frontier orbital gap comes out at 12.1 eV. Its energy above the lowest of the compared OMol25 structures with the same formula, charge and spin is 51.9 kcal/mol. The calculation puts the highest occupied orbital energy at -0.7432 Eh. The multiplicity is 1. The structure (SMILES) is CC(C)([NH3+])C(N)=[NH2+].

***

The following is a DFT calculation (wB97M-V/def2-TZVPD) of 3 unconnected molecules or ions with the total composition C5H11NOS.

Each line ends with the Löwdin charge.
Atoms and positions in Å:
1 C 2.167 -0.356 2.082  -0.14
2 C 1.619 0.229 0.868  -0.19
3 C 1.540 -0.486 -0.331  -0.26
4 C 1.242 0.028 -1.614  -0.15
5 H 1.511 -0.199 2.972  0.08
6 H 2.400 -1.393 1.991  0.06
7 H 3.169 0.196 2.347  0.11
8 H 1.307 1.270 0.764  0.11
9 H 1.875 -1.542 -0.325  0.11
10 H 0.563 -0.465 -2.251  0.05
11 H 0.990 1.068 -1.422  0.08
12 H 2.174 0.229 -2.134  0.09
13 O -0.958 -0.818 1.939  0.10
14 C -1.052 -1.384 0.933  -0.86
15 S -1.282 -2.156 -0.394  0.81
16 N -4.421 1.558 -1.281  -0.01
17 H -4.373 1.605 -2.324  0.02
18 H -4.965 0.790 -0.910  0.00
19 H -3.506 1.829 -0.912  0.00

As for the total energy: -19735.2329 eV. The net charge is 0. The frontier orbital gap comes out at 9.3 eV. Its energy above the lowest of the compared OMol25 structures with the same formula, charge and spin is 42.9 kcal/mol. The calculation puts the highest occupied orbital energy at -0.3214 Eh. The multiplicity is 1. The structure (SMILES) is C/C=C/C.O=C=S.N.

***

The following is a DFT calculation (wB97M-V/def2-TZVPD) of a molecular structure, C30H22N6ReS4.

Each line ends with the Löwdin spin population.
Atoms and positions in Å:
1 Re 0.640 -0.378 -0.916  0.69
2 C 2.711 -5.174 -0.411  0.00
3 S 3.493 -4.103 -1.651  0.00
4 C 2.676 -2.600 -1.382  0.00
5 S 1.578 -2.438 -0.036  0.02
6 N 2.959 -1.646 -2.218  0.00
7 N 2.246 -0.526 -2.101  -0.02
8 C 2.548 0.507 -2.863  0.03
9 C 1.606 1.568 -2.862  0.00
10 C 1.719 2.722 -3.655  0.01
11 C 0.692 3.635 -3.682  0.00
12 C -0.455 3.388 -2.924  0.01
13 C -0.493 2.255 -2.138  -0.01
14 N 0.504 1.381 -2.077  0.00
15 H 3.192 -6.142 -0.501  0.00
16 H 1.649 -5.254 -0.625  0.00
17 H 2.871 -4.758 0.579  0.00
18 H 3.409 0.486 -3.515  0.00
19 H 2.613 2.869 -4.240  0.00
20 H 0.763 4.528 -4.284  0.00
21 H -1.296 4.059 -2.945  0.00
22 H -1.355 2.025 -1.526  0.00
23 N -3.100 5.380 6.735  0.00
24 C -2.601 4.767 5.905  0.00
25 C -1.994 4.001 4.883  0.00
26 C -2.042 4.440 3.560  0.00
27 C -1.485 3.667 2.562  0.00
28 C -0.875 2.453 2.863  0.00
29 C -0.791 2.041 4.190  0.00
30 C -1.346 2.805 5.197  0.00
31 C -0.375 1.578 1.775  0.03
32 C -1.278 0.644 1.274  0.02
33 C -2.620 0.429 1.784  0.00
34 C -3.161 -0.595 1.113  0.00
35 C -2.157 -1.084 0.134  0.01
36 N -1.027 -0.215 0.265  0.02
37 C 0.979 1.679 1.399  0.03
38 C 1.938 2.553 1.950  0.02
39 C 3.154 2.230 1.373  0.03
40 C 2.907 1.184 0.487  0.03
41 N 1.609 0.855 0.483  0.02
42 H -2.524 5.379 3.329  0.00
43 H -1.526 3.994 1.534  0.00
44 H -0.297 1.110 4.423  0.00
45 H -1.292 2.488 6.228  0.00
46 H -3.070 1.014 2.563  0.00
47 H -4.126 -1.048 1.237  0.00
48 H -2.523 -1.135 -0.898  0.00
49 H 1.744 3.316 2.678  0.00
50 H 4.110 2.672 1.566  0.00
51 H 3.628 0.664 -0.122  0.00
52 S -0.723 -1.469 -2.597  0.04
53 C -0.988 -3.162 -2.206  0.01
54 C -0.794 -4.027 -3.287  0.00
55 C -0.944 -5.388 -3.161  0.00
56 C -1.338 -5.918 -1.940  0.00
57 C -1.578 -5.077 -0.877  0.00
58 C -1.402 -3.697 -0.982  0.00
59 S -1.719 -2.856 0.549  0.01
60 H -0.499 -3.592 -4.232  0.00
61 H -0.759 -6.032 -4.008  0.00
62 H -1.472 -6.983 -1.823  0.00
63 H -1.913 -5.470 0.071  0.00

As for the total energy: -85878.9338 eV. The net charge is 0. The frontier orbital gap (spin up / spin down) comes out at 5.2 / 5.1 eV. Its energy above the lowest of the compared OMol25 structures with the same formula, charge and spin is 10.0 kcal/mol. The calculation puts the highest occupied orbital energy (spin up / spin down) at -0.2557 / -0.2527 Eh. The multiplicity is 2. The expectation value of S² is 0.81.

***

Going through the records in order, we get max |F| values of 0.4, 5.6, 5.2, 2.5 eV/A.